Here is C28H30IrN5O4S2 as an isolated structure from OMol25. Energies are from ωB97M-V with the def2-TZVPD basis set.

```
! wB97M-V def2-TZVPD RIJCOSX def2/J DEFGRID3
* xyz 3 2
Ir -0.01 0.74 -0.48
C 0.90 2.00 2.24
C -0.48 1.60 2.73
C -0.87 0.18 2.25
C -1.74 -0.54 3.22
C -3.03 -0.84 2.94
C -3.56 -0.52 1.68
C -2.71 0.03 0.70
N -1.46 0.31 0.91
N 1.06 2.10 0.74
C 0.66 3.48 0.29
C -0.62 3.52 -0.47
C -1.35 4.68 -0.64
C -2.42 4.68 -1.53
C -2.72 3.52 -2.22
C -1.98 2.38 -1.98
N -0.95 2.38 -1.11
C 2.52 1.93 0.40
C 2.71 1.52 -1.03
C 3.95 1.57 -1.64
C 4.06 1.17 -2.96
C 2.93 0.74 -3.64
C 1.73 0.69 -2.97
N 1.63 1.06 -1.68
H 1.63 1.29 2.60
H 1.17 2.97 2.66
H -1.26 2.30 2.44
H -0.44 1.61 3.83
H -1.31 -0.73 4.20
H -3.66 -1.32 3.69
H -4.60 -0.73 1.44
H -3.09 0.21 -0.30
H 1.43 3.84 -0.40
H 0.64 4.17 1.14
H -1.07 5.57 -0.11
H -3.00 5.58 -1.69
H -3.52 3.48 -2.94
H -2.17 1.44 -2.47
H 2.96 1.19 1.07
H 3.03 2.88 0.58
H 4.81 1.93 -1.09
H 5.02 1.21 -3.46
H 2.98 0.44 -4.68
H 0.82 0.35 -3.43
O 2.40 -3.14 -0.87
S 1.12 -3.25 -0.25
O 0.02 -3.83 -0.95
N 0.68 -1.64 0.24
C 0.58 -1.65 1.53
O 0.42 -0.44 2.07
C 0.85 -2.86 2.28
C 0.90 -3.07 3.65
C 1.27 -4.34 4.09
C 1.59 -5.35 3.20
C 1.57 -5.13 1.82
C 1.20 -3.88 1.40
H 0.68 -2.28 4.35
H 1.32 -4.54 5.16
H 1.88 -6.32 3.57
H 1.85 -5.91 1.12
C -0.51 -2.47 -3.38
S -1.54 -1.73 -2.12
C -3.02 -1.53 -3.09
O -1.00 -0.27 -2.02
H -0.60 -1.89 -4.29
H -0.85 -3.49 -3.52
H 0.51 -2.49 -3.01
H -3.37 -2.52 -3.36
H -2.80 -0.94 -3.98
H -3.78 -1.04 -2.47
*
```

Summary:
Orbital gap (spin up / spin down) = 8.546 / 7.089 eV
Energy above the lowest of the compared OMol25 structures with the same formula, charge and spin = 0.0 kcal/mol

These are the natural (NBO) partial charges, in e, on atoms 1 to 6: 1.233, -0.218, -0.429, 0.360, -0.131, -0.196

Here is C28H30LuN6O3 as an isolated structure from OMol25. Energies are from ωB97M-V with the def2-TZVPD basis set.

```
! wB97M-V def2-TZVPD RIJCOSX def2/J DEFGRID3
* xyz -1 1
Lu -0.09 0.10 0.44
O -1.76 -1.18 -0.19
C -2.57 -1.19 -1.21
C -3.68 -2.07 -1.21
C -4.56 -2.12 -2.27
C -4.39 -1.32 -3.40
C -3.31 -0.46 -3.42
C -2.39 -0.38 -2.37
C -1.28 0.56 -2.58
N -0.30 0.77 -1.80
C 0.70 1.78 -2.11
C 2.07 1.36 -1.57
N 1.96 0.91 -0.19
C 2.96 1.00 0.61
C 3.06 0.46 1.97
C 4.23 0.82 2.66
C 4.51 0.38 3.93
C 3.58 -0.48 4.54
C 2.43 -0.87 3.90
C 2.12 -0.41 2.59
O 1.03 -0.80 2.02
H -3.83 -2.68 -0.33
H -5.40 -2.81 -2.22
H -5.09 -1.35 -4.22
H -3.15 0.18 -4.28
H -1.34 1.11 -3.52
H 0.38 2.70 -1.62
H 0.78 1.95 -3.19
H 2.78 2.19 -1.66
H 2.44 0.51 -2.15
H 3.86 1.52 0.26
H 4.93 1.48 2.15
H 5.41 0.68 4.44
H 3.77 -0.84 5.54
H 1.71 -1.52 4.37
C 1.57 -5.59 0.66
N 1.74 -4.29 0.07
C 2.96 -3.77 -0.51
C 2.49 -2.39 -0.99
O 3.20 -1.62 -1.61
N 1.19 -2.20 -0.61
C 0.79 -3.33 -0.03
N -0.44 -3.50 0.43
H 2.33 -6.26 0.27
H 0.60 -6.01 0.38
H 1.65 -5.57 1.75
H 3.30 -4.37 -1.36
H 3.76 -3.65 0.21
H -1.12 -2.73 0.32
H -0.67 -4.30 0.99
C -0.38 2.56 3.74
C -1.27 3.40 2.87
C -1.83 4.57 3.32
C -2.66 5.35 2.51
C -2.90 4.92 1.21
C -2.35 3.75 0.72
C -2.65 3.28 -0.68
C -1.50 2.94 1.53
N -0.93 1.81 1.11
H -0.34 2.96 4.76
H 0.64 2.51 3.34
H -0.71 1.52 3.77
H -1.63 4.88 4.34
H -3.10 6.27 2.89
H -3.55 5.50 0.56
H -3.37 3.93 -1.17
H -3.03 2.25 -0.67
H -1.74 3.25 -1.29
*
```

Summary:
Orbital gap = 4.378 eV
Energy above the lowest of the compared OMol25 structures with the same formula, charge and spin = 0.0 kcal/mol

These are the natural (NBO) partial charges, in e, on atoms 1 to 6: 1.862, -0.839, 0.410, -0.260, -0.192, -0.301

Here is C28H30N7O3Tc as an isolated structure from OMol25. Energies are from ωB97M-V with the def2-TZVPD basis set.

```
! wB97M-V def2-TZVPD RIJCOSX def2/J DEFGRID3
* xyz 1 4
Tc -1.53 0.09 -0.12
N -1.38 1.37 1.71
C -1.70 0.70 2.96
C -2.65 -0.49 2.67
O -3.56 -0.86 3.37
N -2.39 -1.00 1.36
C -2.79 -2.38 1.10
C -2.64 -2.65 -0.37
O -3.18 -3.55 -0.95
O -1.86 -1.68 -1.04
H -0.41 1.60 1.73
H -1.84 2.27 1.61
H -2.31 1.25 3.70
H -0.79 0.25 3.47
H -3.79 -2.57 1.47
H -2.17 -2.97 1.76
N 5.59 -0.90 1.17
C 6.63 -1.21 2.04
C 7.99 -0.96 2.14
C 8.60 -1.28 3.33
C 7.92 -1.91 4.36
C 6.65 -2.36 4.20
C 5.98 -1.89 3.10
N 4.60 -1.79 2.97
C 4.37 -1.22 1.78
C 3.04 -0.85 1.32
C 2.80 0.01 0.16
C 1.50 0.12 -0.30
N 0.41 -0.42 0.34
C 0.68 -1.29 1.40
C 1.95 -1.49 1.90
H 5.70 -0.37 0.28
H 8.49 -0.54 1.29
H 9.64 -1.04 3.44
H 8.37 -2.11 5.36
H 6.09 -2.99 4.84
H 3.66 0.51 -0.28
H 1.30 0.65 -1.25
H -0.14 -1.85 1.79
H 2.06 -2.14 2.80
N -3.54 0.69 -0.57
C -4.07 0.52 -1.91
C -4.60 -0.69 -2.34
C -5.42 -0.67 -3.47
C -5.66 0.54 -4.21
C -5.03 1.70 -3.81
C -4.16 1.65 -2.68
H -4.11 0.23 0.12
H -3.70 1.65 -0.29
H -4.28 -1.68 -1.96
H -5.94 -1.57 -3.83
H -6.32 0.56 -5.08
H -5.07 2.67 -4.28
H -3.70 2.58 -2.32
C -0.70 3.59 -0.36
C -0.88 2.79 -1.60
C -0.97 3.29 -2.90
C -1.12 2.19 -3.77
C -1.01 1.04 -3.00
C -0.92 -0.34 -3.54
N -0.92 1.38 -1.67
H -0.34 4.56 -0.60
H 0.09 3.17 0.30
H -1.60 3.77 0.25
H -1.00 4.33 -3.21
H -1.24 2.13 -4.85
H -0.35 -0.31 -4.45
H -1.91 -0.77 -3.78
H -0.44 -1.06 -2.80
*
```

Summary:
Orbital gap (spin up / spin down) = 7.155 / 3.944 eV
Energy above the lowest of the compared OMol25 structures with the same formula, charge and spin = 11.0 kcal/mol

These are the natural (NBO) partial charges, in e, on atoms 1 to 6: 1.192, -0.762, -0.342, 0.665, -0.568, -0.648

Here is C28H30NO2P2Ru as an isolated structure from OMol25. Energies are from ωB97M-V with the def2-TZVPD basis set.

```
! wB97M-V def2-TZVPD RIJCOSX def2/J DEFGRID3
* xyz 1 1
Ru -0.52 1.13 -0.65
N 0.85 -1.25 0.47
P 0.49 0.26 1.16
C -0.39 -0.09 2.69
C 0.26 -0.75 3.73
C -0.44 -1.09 4.87
C -1.79 -0.78 4.98
C -2.44 -0.11 3.95
C -1.73 0.23 2.80
C 2.07 1.00 1.60
C 3.25 0.50 1.07
C 4.46 1.11 1.37
C 4.48 2.24 2.19
C 3.30 2.75 2.71
C 2.10 2.13 2.42
P -0.20 -1.03 -0.85
C -1.59 -2.14 -0.58
C -2.88 -1.65 -0.42
C -3.93 -2.52 -0.18
C -3.70 -3.88 -0.11
C -2.41 -4.38 -0.28
C -1.36 -3.52 -0.52
C 0.67 -1.60 -2.32
C 1.95 -2.12 -2.22
C 2.62 -2.54 -3.37
C 2.00 -2.43 -4.61
C 0.72 -1.90 -4.70
C 0.05 -1.49 -3.56
H 0.96 -2.11 1.00
H 1.32 -0.97 3.67
H 0.06 -1.60 5.68
H -2.34 -1.05 5.87
H -3.49 0.14 4.03
H -2.24 0.75 1.99
H 3.23 -0.36 0.42
H 5.38 0.72 0.97
H 5.43 2.71 2.42
H 3.32 3.62 3.35
H 1.18 2.53 2.84
H -3.06 -0.58 -0.47
H -4.94 -2.13 -0.05
H -4.52 -4.56 0.07
H -2.23 -5.45 -0.23
H -0.37 -3.92 -0.68
H 2.44 -2.19 -1.26
H 3.62 -2.94 -3.30
H 2.52 -2.75 -5.50
H 0.23 -1.82 -5.66
H -0.95 -1.09 -3.65
C 1.55 2.53 -1.81
O 1.19 1.23 -1.43
H 2.44 2.44 -2.46
H 1.82 3.15 -0.95
H 0.76 3.02 -2.40
C -0.72 4.54 -0.54
O -1.78 3.98 -1.34
C -1.92 2.70 -1.45
C -3.12 2.42 -2.28
H 0.01 4.98 -1.22
H -0.26 3.76 0.07
H -1.18 5.30 0.08
H -3.61 3.32 -2.66
H -3.82 1.83 -1.68
H -2.81 1.77 -3.10
*
```

Summary:
Orbital gap (spin up / spin down) = 6.939 / 6.943 eV
Energy above the lowest of the compared OMol25 structures with the same formula, charge and spin = 22.2 kcal/mol

These are the natural (NBO) partial charges, in e, on atoms 1 to 6: 0.065, -1.254, 1.436, -0.436, -0.134, -0.216

Here is C28H30NO7OsS as an isolated structure from OMol25. Energies are from ωB97M-V with the def2-TZVPD basis set.

```
! wB97M-V def2-TZVPD RIJCOSX def2/J DEFGRID3
* xyz -1 1
Os -0.31 1.11 0.17
C -0.97 -1.86 -6.06
C -0.45 -1.48 -4.70
C -0.59 -2.33 -3.61
C -0.11 -1.96 -2.36
C 0.52 -0.73 -2.13
C 0.67 0.10 -3.24
C 0.20 -0.27 -4.49
S -2.43 1.21 -2.51
O -2.00 2.11 -3.59
O -3.72 1.59 -1.93
N -1.25 1.95 -1.13
C -1.45 3.39 -1.03
C -0.91 3.91 0.30
O -0.89 5.10 0.55
O -0.52 2.97 1.12
H -1.68 -2.69 -5.99
H -0.16 -2.17 -6.73
H -1.48 -1.02 -6.53
H -1.08 -3.29 -3.73
H -0.22 -2.65 -1.52
H 1.09 1.08 -3.13
H 0.29 0.43 -5.31
H -2.52 3.60 -1.08
H -0.99 3.91 -1.87
C -1.28 -2.70 6.94
O -0.53 -1.86 6.09
C -0.92 -1.76 4.79
C -1.94 -2.56 4.23
C -2.24 -2.38 2.90
C -1.59 -1.45 2.07
C -2.03 -1.29 0.71
C -3.04 -2.21 0.06
O -1.68 -0.38 -0.05
C -0.56 -0.63 2.66
O 0.13 0.27 2.04
C -0.26 -0.83 4.02
H -0.87 -2.56 7.94
H -1.18 -3.75 6.65
H -2.34 -2.43 6.95
H -2.48 -3.28 4.82
H -3.03 -2.99 2.49
H -3.99 -1.68 0.00
H -3.18 -3.16 0.57
H -2.71 -2.39 -0.97
H 0.51 -0.21 4.47
C 3.35 -0.05 -1.61
C 2.38 0.08 -0.42
C 2.92 -0.84 0.68
C 0.90 -0.39 -0.73
C 2.36 1.54 0.08
C 2.58 1.89 1.41
C 2.59 3.21 1.83
C 2.38 4.23 0.93
C 2.16 3.93 -0.41
C 2.14 2.60 -0.82
H 3.19 -1.00 -2.12
H 4.38 -0.02 -1.24
H 3.23 0.74 -2.34
H 3.01 -1.85 0.26
H 2.24 -0.89 1.53
H 3.90 -0.52 1.02
H 0.78 -1.31 -0.16
H 2.71 1.11 2.15
H 2.72 3.43 2.88
H 2.34 5.26 1.26
H 1.96 4.71 -1.12
H 1.93 2.39 -1.86
*
```

Summary:
Orbital gap = 6.702 eV
Energy above the lowest of the compared OMol25 structures with the same formula, charge and spin = 2.1 kcal/mol

These are the natural (NBO) partial charges, in e, on atoms 1 to 6: 1.278, -0.623, -0.034, -0.223, -0.215, -0.043

Here is C28H30NOSTb as an isolated structure from OMol25. Energies are from ωB97M-V with the def2-TZVPD basis set.

```
! wB97M-V def2-TZVPD RIJCOSX def2/J DEFGRID3
* xyz 0 7
C 0.02 1.97 1.31
C -1.20 1.95 0.57
C -2.01 0.89 1.08
H -1.52 2.69 -0.16
C -1.31 0.27 2.16
C -0.06 0.95 2.31
H -1.70 -0.50 2.82
C 1.54 0.18 -1.94
C 0.59 1.25 -1.94
C -0.69 0.70 -2.21
H 0.82 2.31 -1.87
C -0.56 -0.72 -2.33
C 0.84 -1.04 -2.18
H -3.05 0.71 0.81
H 0.67 0.77 3.10
H 0.80 2.72 1.23
H 1.28 -2.04 -2.28
H -1.62 1.25 -2.39
H 2.62 0.28 -1.85
Tb 0.05 -0.28 0.09
C -1.67 -1.72 -2.50
C -1.19 -2.82 -3.47
C -2.95 -1.05 -3.03
H -0.88 -2.36 -4.41
H -2.00 -3.53 -3.65
H -0.34 -3.36 -3.04
H -2.74 -0.55 -3.99
H -3.34 -0.30 -2.32
H -3.72 -1.81 -3.19
C -1.99 -2.30 -1.09
C -3.02 -3.45 -1.07
H -2.39 -1.47 -0.46
H -1.07 -2.70 -0.60
O -3.33 -4.12 -2.05
N -3.62 -3.71 0.14
C -3.47 -2.98 1.40
H -4.23 -4.52 0.14
C -4.42 -1.81 1.51
C -4.44 -1.07 2.70
H -3.78 -1.39 3.51
C -5.27 0.03 2.83
H -5.26 0.60 3.77
C -6.13 0.40 1.78
H -6.80 1.26 1.90
C -6.12 -0.34 0.60
H -6.78 -0.07 -0.23
C -5.28 -1.44 0.46
H -5.29 -2.04 -0.46
H -2.42 -2.64 1.51
H -3.67 -3.69 2.22
S 2.23 -1.47 1.33
C 3.46 -0.37 0.89
C 3.51 0.93 1.47
C 4.56 1.79 1.16
C 5.57 1.40 0.26
C 5.50 0.13 -0.34
C 4.45 -0.73 -0.04
H 2.73 1.22 2.16
H 4.60 2.78 1.63
H 6.40 2.07 0.05
H 6.28 -0.18 -1.04
H 4.38 -1.71 -0.51
*
```

Summary:
Orbital gap (spin up / spin down) = 6.849 / 7.664 eV

These are the Mulliken partial charges, in e, on atoms 1 to 6: -0.207, -0.993, 0.100, 0.480, -0.431, -0.657

Here is C28H31As2Br2IrN4O9S as an isolated structure from OMol25. Energies are from ωB97M-V with the def2-TZVPD basis set.

```
! wB97M-V def2-TZVPD RIJCOSX def2/J DEFGRID3
* xyz 2 1
Ir -0.71 1.65 -0.50
C 0.31 2.77 2.41
C -1.12 2.32 2.35
C -1.96 2.44 3.48
C -3.26 2.04 3.44
C -3.81 1.51 2.26
C -5.13 1.03 2.07
Br -6.37 1.10 3.48
C -5.52 0.53 0.85
C -4.63 0.49 -0.24
Br -5.18 -0.24 -1.88
C -3.35 0.96 -0.10
O -2.43 0.97 -1.08
C -2.96 1.44 1.15
N -1.63 1.83 1.23
H 0.66 2.78 3.43
H 0.38 3.79 2.02
H 0.95 2.12 1.82
H -1.54 2.86 4.38
H -3.89 2.13 4.32
H -6.53 0.16 0.72
C 4.06 -2.03 1.18
O 3.11 -1.20 1.89
C 1.84 -1.04 1.57
O 1.20 -0.16 2.09
C 1.12 -1.89 0.53
C 1.08 -3.22 0.45
As 0.19 -4.56 -0.89
C 1.49 -4.24 -2.30
C -1.03 -2.98 -1.00
C -0.66 -1.91 -1.72
As 0.20 -0.57 -0.67
C 1.80 -0.11 -1.67
C -0.45 -1.97 -3.20
O -0.61 -2.95 -3.87
O -0.18 -0.75 -3.68
C -0.11 -0.67 -5.13
C -1.67 -2.92 0.37
O -1.86 -3.92 1.01
O -2.04 -1.70 0.77
C -2.65 -1.70 2.09
C 1.95 -4.13 1.29
O 2.77 -4.79 0.70
O 1.81 -4.21 2.60
C 0.65 -3.69 3.28
H 4.21 -2.95 1.72
H 4.98 -1.45 1.16
H 3.72 -2.23 0.16
H 2.34 -4.87 -2.04
H 1.82 -3.20 -2.39
H 1.06 -4.56 -3.24
H 2.22 -1.01 -2.11
H 2.51 0.31 -0.95
H 1.59 0.62 -2.45
H 0.35 0.29 -5.35
H -1.11 -0.73 -5.54
H 0.49 -1.49 -5.52
H -2.61 -0.68 2.44
H -2.11 -2.36 2.76
H -3.68 -2.04 2.01
H 0.89 -3.76 4.34
H -0.21 -4.31 3.05
H 0.46 -2.65 3.02
C 4.29 3.06 -1.66
C 3.33 3.36 -0.50
C 1.97 3.75 -0.96
N 0.90 3.06 -0.83
N -0.25 3.62 -1.35
C -0.03 4.80 -1.90
N -0.97 5.55 -2.46
S 1.64 5.24 -1.80
H 5.27 2.79 -1.27
H 4.42 3.93 -2.30
H 3.92 2.24 -2.28
H 3.74 4.17 0.12
H 3.21 2.49 0.15
H -1.93 5.23 -2.47
H -0.76 6.44 -2.88
*
```

Summary:
Orbital gap = 5.743 eV

These are the Mulliken partial charges, in e, on atoms 1 to 6: 1.505, -1.257, 1.213, -1.065, -0.711, 1.165